{"formula": "C16H34NO6SSi", "method": "wB97M-V/def2-TZVPD", "symbols": ["S", "Si", "O", "O", "O", "O", "O", "O", "N", "C", "C", "C", "C", "C", "C", "C", "C", "C", "C", "C", "C", "C", "C", "C", "C", "H", "H", "H", "H", "H", "H", "H", "H", "H", "H", "H", "H", "H", "H", "H", "H", "H", "H", "H", "H", "H", "H", "H", "H", "H", "H", "H", "H", "H", "H", "H", "H", "H", "H"], "positions_angstrom": [[1.08, 1.36, 0.90], [0.65, 0.76, 6.11], [1.45, 2.32, 6.21], [1.52, 2.88, 1.54], [0.50, 1.55, -0.54], [-2.30, -2.22, -3.27], [-0.20, 0.84, 1.90], [2.15, 0.24, 0.80], [-1.05, -2.37, -3.89], [-0.53, 0.12, -5.43], [-2.47, -3.25, -5.83], [-0.17, -1.25, -1.78], [-1.27, -2.35, -5.38], [1.26, -0.25, 7.68], [0.82, 3.34, 5.35], [-0.13, -1.32, -3.35], [1.30, -0.21, 4.57], [-0.55, 2.12, 2.60], [1.35, -1.68, -3.66], [1.58, 3.49, 3.88], [-1.27, 0.82, 6.26], [0.59, 3.30, 2.60], [-0.43, 0.09, -3.91], [-1.53, -0.92, -5.93], [-0.04, -2.98, -6.10], [0.45, -0.05, -5.88], [-0.85, 1.11, -5.76], [2.45, -0.22, 7.64], [-0.03, 4.27, 2.37], [-1.64, 0.87, 7.39], [-3.44, -2.87, -5.48], [0.38, -0.87, 4.18], [-1.68, -0.20, 5.77], [1.58, -2.71, -3.34], [1.00, 4.38, 5.90], [-1.34, 2.56, 1.82], [0.02, -2.23, -1.34], [-2.35, -4.28, -5.46], [-1.12, -0.87, -1.40], [2.01, 4.61, 3.81], [-1.53, -0.93, -7.02], [0.60, -2.24, -6.57], [-1.80, 1.68, 5.67], [2.04, -1.02, -3.11], [1.61, -1.58, -4.71], [0.35, 0.80, -3.60], [0.88, 0.28, 8.67], [2.53, 2.78, 3.86], [-2.54, -0.59, -5.63], [0.57, -3.58, -5.41], [0.92, -1.38, 7.64], [0.60, -0.56, -1.40], [-1.37, 0.47, -3.49], [-0.34, -3.68, -6.89], [1.64, 0.59, 3.77], [-0.33, 3.24, 5.23], [-1.24, 2.03, 3.57], [-2.54, -3.30, -6.92], [2.21, -0.90, 4.84]], "charge": 1, "lumo_ev": -7.70, "total_energy_ev": -49616.3272, "homo_ev": -11.7, "max_force_ev_per_a": 11.0, "gap_ev": 3.997}


{"formula": "C16H34O3P2SSn", "method": "wB97M-V/def2-TZVPD", "symbols": ["Sn", "S", "P", "P", "O", "O", "O", "C", "C", "C", "C", "C", "C", "C", "C", "C", "C", "C", "C", "C", "C", "C", "C", "H", "H", "H", "H", "H", "H", "H", "H", "H", "H", "H", "H", "H", "H", "H", "H", "H", "H", "H", "H", "H", "H", "H", "H", "H", "H", "H", "H", "H", "H", "H", "H", "H", "H"], "positions_angstrom": [[2.81, 0.67, 1.82], [1.41, 1.24, 4.56], [1.06, 1.95, -1.17], [0.43, -2.08, -1.61], [2.84, 0.96, 4.73], [1.22, 1.78, 3.13], [0.53, 0.15, 4.89], [2.28, -1.32, 2.81], [-2.15, -2.37, 0.11], [-0.63, -3.07, -2.70], [0.22, -0.51, -2.55], [-1.28, 0.37, 1.17], [2.34, 3.10, -1.91], [2.16, -2.47, -2.08], [-3.28, -1.47, 0.32], [-0.81, -2.08, 0.16], [1.03, 2.65, 5.62], [-1.99, 1.17, 0.04], [1.21, 0.66, -2.55], [-0.43, 2.67, -2.07], [-0.28, -0.65, 0.60], [-3.61, -0.51, -0.85], [-2.94, 0.81, -0.83], [-0.63, 1.05, 1.75], [-2.00, -0.07, 1.87], [-1.58, 2.18, -0.04], [-0.83, -0.20, -2.40], [1.21, -1.50, 2.92], [1.26, 2.43, 6.68], [-4.14, -2.16, 0.46], [-1.46, -2.46, -3.03], [3.24, 2.50, -2.16], [2.61, 3.87, -1.17], [0.09, -0.10, -0.29], [2.75, -1.54, -2.06], [1.61, 3.51, 5.31], [-2.44, -3.41, -0.12], [2.73, -2.08, 2.15], [-0.89, 3.54, -1.59], [-3.41, -0.99, -1.82], [-4.68, -0.41, -0.83], [0.30, -0.94, -3.56], [-0.28, -2.90, 0.70], [2.78, -1.34, 3.78], [-3.19, -0.88, 1.24], [-0.02, -3.31, -3.57], [1.96, 3.60, -2.82], [-0.04, 2.87, 5.46], [-0.14, 2.98, -3.08], [-0.98, -3.99, -2.26], [0.98, 1.22, -3.48], [0.59, -0.80, 1.23], [-1.21, 1.90, -2.15], [2.07, -2.84, -3.11], [2.27, 0.34, -2.60], [-3.25, 1.52, -1.63], [2.60, -3.26, -1.43]], "lumo_ev": [-0.76, -0.76], "total_energy_ev": -58525.1484, "homo_ev": [-6.0, -6.0], "max_force_ev_per_a": 3.8, "gap_ev": [5.266, 5.265], "de_lowest_ev": 3.060}


{"formula": "C16H34P2Ti", "method": "wB97M-V/def2-TZVPD", "symbols": ["Ti", "P", "P", "C", "C", "C", "C", "C", "C", "C", "C", "C", "C", "C", "C", "C", "C", "C", "C", "H", "H", "H", "H", "H", "H", "H", "H", "H", "H", "H", "H", "H", "H", "H", "H", "H", "H", "H", "H", "H", "H", "H", "H", "H", "H", "H", "H", "H", "H", "H", "H", "H", "H"], "positions_angstrom": [[-0.02, 1.62, 2.77], [-1.57, -0.50, -1.96], [1.25, -1.83, -0.95], [1.43, 1.23, -0.02], [0.24, -2.61, -2.35], [-0.75, 2.36, 0.73], [-1.55, 1.26, 1.14], [2.63, -1.31, -2.07], [-2.92, -1.69, -1.66], [-0.20, -0.91, 1.91], [1.13, -0.24, 2.12], [1.72, 0.82, 1.40], [-1.21, -0.19, 0.96], [-0.57, -1.58, -3.13], [-1.22, 3.20, 3.59], [1.55, 2.37, 3.98], [0.40, 2.38, -0.23], [1.86, -3.50, -0.44], [-2.21, 0.59, -3.28], [1.00, -4.10, -0.12], [0.01, -1.92, 1.49], [0.06, -0.91, -3.76], [1.27, 2.14, 5.03], [2.59, -3.40, 0.37], [0.94, 3.34, -0.17], [-1.24, 3.34, 0.82], [-2.57, -2.56, -1.10], [2.67, 1.18, 1.80], [2.51, 1.91, 3.71], [-0.69, -1.18, 2.86], [-3.31, -2.04, -2.62], [2.39, 1.49, -0.52], [-1.36, 1.11, -3.76], [2.91, -2.16, -2.70], [0.97, -3.09, -3.02], [0.03, 2.39, -1.28], [-2.73, -0.03, -4.02], [1.06, 0.36, -0.61], [-0.38, -3.41, -1.90], [1.53, 3.47, 3.84], [-1.29, -2.09, -3.80], [3.50, -0.99, -1.47], [2.30, -0.49, -2.72], [1.76, -0.74, 2.84], [2.33, -3.97, -1.32], [-2.91, 1.32, -2.83], [-0.76, -0.36, -0.06], [-2.57, 1.51, 1.45], [-1.33, 3.03, 4.68], [-0.61, 4.11, 3.42], [-2.20, 3.26, 3.07], [-3.73, -1.20, -1.10], [-2.15, -0.76, 0.99]], "lumo_ev": [0.40, 0.08], "spin_multiplicity": 3, "total_energy_ev": -58830.2291, "homo_ev": [-6.4, -7.6], "max_force_ev_per_a": 2.1, "gap_ev": [6.818, 7.685], "de_lowest_ev": 0.000}


{"formula": "C16H36BF3O9S", "method": "wB97M-V/def2-TZVPD", "symbols": ["S", "F", "F", "F", "O", "O", "O", "O", "O", "O", "O", "O", "O", "C", "C", "C", "C", "C", "C", "C", "C", "C", "C", "C", "C", "C", "C", "C", "C", "B", "H", "H", "H", "H", "H", "H", "H", "H", "H", "H", "H", "H", "H", "H", "H", "H", "H", "H", "H", "H", "H", "H", "H", "H", "H", "H", "H", "H", "H", "H", "H", "H", "H", "H", "H", "H"], "positions_angstrom": [[-4.84, -0.09, 4.34], [-4.05, -2.61, 4.83], [-6.18, -2.30, 4.65], [-4.90, -2.29, 2.87], [8.34, 1.10, -4.62], [5.24, -0.85, 0.18], [2.78, -0.42, 1.74], [-6.06, 0.49, 4.85], [-1.35, -0.04, 3.43], [8.69, -1.44, -3.17], [-10.09, 1.19, -1.06], [-3.75, 0.17, 5.25], [-7.36, 0.86, -0.01], [5.02, 0.23, 1.08], [9.62, 1.51, -4.15], [-9.55, 1.90, 0.05], [-4.99, -1.97, 4.18], [8.20, -0.81, -2.00], [7.84, -1.25, -4.29], [2.49, -1.80, 1.62], [-3.22, 0.48, 1.78], [-6.96, 0.37, -1.28], [-10.34, -0.17, -0.76], [-8.05, 2.09, -0.09], [-0.59, 0.58, 2.22], [4.10, -0.17, 2.21], [-2.03, 0.99, 2.74], [8.37, -0.19, -5.23], [4.47, -0.73, -1.01], [-4.58, 0.56, 2.58], [-5.53, 1.03, 2.05], [6.82, -1.01, -3.97], [-9.79, 1.40, 0.99], [-0.58, -0.40, 1.73], [1.56, -1.91, 1.06], [4.49, -1.04, 2.75], [-7.70, 2.72, 0.74], [-6.11, 0.95, -1.66], [7.73, -0.14, -6.11], [-3.19, 1.13, 0.89], [-11.23, -0.26, -0.12], [3.28, -2.34, 1.09], [-9.49, -0.65, -0.28], [7.91, 0.23, -2.19], [3.43, -0.50, -0.80], [-10.03, 2.88, 0.07], [-2.99, -0.58, 1.59], [-10.55, -0.68, -1.70], [4.90, 0.05, -1.65], [6.00, 0.49, 1.50], [2.35, -2.24, 2.62], [9.38, -0.44, -5.56], [7.80, -2.20, -4.83], [-2.14, 1.98, 3.23], [4.52, -1.68, -1.54], [9.00, -0.81, -1.26], [7.35, -1.37, -1.60], [10.11, 0.73, -3.56], [9.47, 2.39, -3.52], [0.23, 0.98, 2.83], [-7.78, 0.39, -2.00], [-6.64, -0.67, -1.16], [4.03, 0.66, 2.92], [-7.81, 2.61, -1.03], [4.64, 1.10, 0.55], [10.25, 1.80, -5.00]], "lumo_ev": -1.29, "total_energy_ev": -55259.0256, "homo_ev": -9.3, "max_force_ev_per_a": 4.6, "gap_ev": 7.969, "de_lowest_ev": 0.000, "smiles": "O=S(=O)(BC[C@@H]1CO1)C(F)(F)F.COCCOC.COCCOC.COCCOC"}


{"formula": "C16H36BF4N4O4", "method": "wB97M-V/def2-TZVPD", "symbols": ["F", "F", "F", "F", "O", "O", "O", "O", "N", "N", "N", "N", "C", "C", "C", "C", "C", "C", "C", "C", "C", "C", "C", "C", "C", "C", "C", "C", "B", "H", "H", "H", "H", "H", "H", "H", "H", "H", "H", "H", "H", "H", "H", "H", "H", "H", "H", "H", "H", "H", "H", "H", "H", "H", "H", "H", "H", "H", "H", "H", "H", "H", "H", "H", "H"], "positions_angstrom": [[54.70, 52.51, 92.02], [53.74, 53.29, 93.90], [53.98, 54.64, 92.09], [52.48, 52.78, 92.10], [55.72, 53.63, 96.10], [53.71, 57.11, 93.60], [52.11, 49.98, 92.06], [56.09, 52.39, 89.55], [57.36, 58.58, 89.48], [49.77, 50.82, 94.17], [57.72, 54.31, 92.97], [52.75, 51.89, 86.88], [50.70, 53.14, 95.12], [55.55, 51.20, 89.04], [55.92, 52.79, 98.34], [55.00, 58.14, 95.34], [56.90, 57.69, 90.00], [56.17, 56.45, 90.59], [54.65, 56.82, 94.72], [50.22, 51.87, 94.57], [56.03, 51.03, 87.61], [55.31, 52.56, 97.00], [51.92, 48.01, 90.67], [57.85, 51.69, 92.30], [52.78, 53.46, 88.91], [57.77, 53.19, 92.63], [51.59, 49.47, 90.82], [52.80, 52.59, 87.72], [53.68, 53.30, 92.50], [55.76, 50.23, 89.73], [52.13, 50.93, 91.93], [57.04, 51.10, 87.62], [56.95, 51.10, 92.44], [52.00, 54.25, 88.98], [58.79, 51.19, 92.91], [49.71, 53.78, 95.14], [56.96, 55.71, 90.54], [55.72, 58.05, 96.07], [52.72, 52.76, 89.88], [57.00, 52.63, 98.34], [54.40, 51.33, 89.19], [50.55, 49.70, 90.80], [54.13, 58.64, 95.64], [54.40, 55.97, 95.36], [53.88, 56.43, 93.08], [51.40, 53.75, 94.39], [55.48, 50.22, 87.20], [53.75, 54.01, 89.03], [55.74, 51.50, 96.70], [55.97, 56.49, 91.65], [51.62, 47.40, 91.71], [51.41, 53.15, 96.12], [54.24, 52.70, 96.94], [51.96, 49.95, 90.00], [51.23, 47.38, 89.99], [55.18, 56.04, 90.24], [55.12, 53.78, 95.36], [55.68, 52.53, 90.29], [55.73, 51.76, 86.87], [55.55, 58.90, 94.76], [53.02, 47.85, 90.37], [57.80, 51.72, 91.30], [55.41, 53.70, 98.81], [55.74, 51.98, 98.86], [55.54, 56.43, 94.32]], "charge": -1, "lumo_ev": 2.68, "total_energy_ev": -42874.3392, "homo_ev": -7.4, "max_force_ev_per_a": 8.6, "gap_ev": 10.123, "de_lowest_ev": 0.000}


{"formula": "C16H36MnN2OP2", "method": "wB97M-V/def2-TZVPD", "symbols": ["Mn", "P", "P", "O", "N", "N", "C", "C", "C", "C", "C", "C", "C", "C", "C", "C", "C", "C", "C", "C", "C", "C", "H", "H", "H", "H", "H", "H", "H", "H", "H", "H", "H", "H", "H", "H", "H", "H", "H", "H", "H", "H", "H", "H", "H", "H", "H", "H", "H", "H", "H", "H", "H", "H", "H", "H", "H", "H"], "positions_angstrom": [[0.00, 0.00, 0.00], [0.00, 2.32, -0.42], [-0.10, -2.32, -0.41], [-2.11, -2.30, 4.76], [-0.49, 0.41, 2.06], [-2.09, -1.06, 6.64], [-2.40, -2.24, 7.46], [-2.06, 0.21, 7.38], [0.21, 1.69, 4.00], [-0.51, 2.74, -2.14], [-0.47, -2.73, -2.17], [0.23, 1.42, 2.66], [-1.25, -0.19, 4.33], [1.62, 3.20, -0.27], [1.42, -3.31, -0.08], [-1.23, -0.40, 2.89], [-1.40, -3.27, 0.50], [-1.12, 3.37, 0.60], [-0.50, 0.88, 4.83], [-3.80, -2.79, 7.19], [-0.83, 0.32, 8.31], [-1.89, -1.21, 5.27], [-2.40, -1.98, 8.55], [0.16, 2.22, -2.85], [-2.15, 2.99, 0.49], [1.12, 0.45, 0.78], [2.25, -2.87, -0.65], [0.89, 2.04, 2.12], [-0.48, 3.83, -2.32], [0.32, -2.28, -2.80], [1.97, 3.14, 0.77], [-1.54, 2.37, -2.31], [1.29, -4.37, -0.37], [-2.98, 0.30, 7.99], [-0.50, -3.82, -2.33], [-2.17, 1.08, 6.71], [-1.74, -1.25, 2.47], [1.07, -0.02, -1.35], [1.66, -3.26, 0.99], [-0.84, -0.47, 9.09], [-0.85, 1.31, 8.83], [-1.40, -4.34, 0.21], [1.10, -0.44, 0.78], [-3.98, -3.65, 7.87], [-3.91, -3.15, 6.15], [-1.08, 4.43, 0.29], [-1.62, -3.01, 7.32], [0.82, 2.49, 4.41], [0.12, 0.24, 7.76], [-2.38, -2.82, 0.28], [2.35, 2.70, -0.92], [-1.43, -2.28, -2.44], [-0.83, 3.28, 1.66], [-4.55, -2.01, 7.39], [-0.35, 1.11, 5.85], [-1.22, -3.19, 1.58], [1.53, 4.26, -0.57], [-1.22, 0.01, -1.12]], "charge": 1, "lumo_ev": [-2.23, -6.06], "spin_multiplicity": 5, "total_energy_ev": -72089.1757, "homo_ev": [-8.0, -11.9], "max_force_ev_per_a": 6.2, "gap_ev": [5.793, 5.796]}


{"formula": "C16H36N4O3", "method": "wB97M-V/def2-TZVPD", "symbols": ["O", "O", "O", "N", "N", "N", "N", "C", "C", "C", "C", "C", "C", "C", "C", "C", "C", "C", "C", "C", "C", "C", "C", "H", "H", "H", "H", "H", "H", "H", "H", "H", "H", "H", "H", "H", "H", "H", "H", "H", "H", "H", "H", "H", "H", "H", "H", "H", "H", "H", "H", "H", "H", "H", "H", "H", "H", "H", "H"], "positions_angstrom": [[2.06, -4.11, -3.19], [-2.40, 1.27, -1.71], [-0.07, -0.31, 2.29], [0.34, 0.66, 3.21], [2.76, -0.59, -3.16], [-1.14, -2.19, -2.74], [-3.48, -0.30, -3.20], [-2.52, -2.77, -2.96], [2.47, 1.62, 4.13], [1.76, 1.02, 2.88], [-0.50, 2.70, 1.93], [-1.35, -1.00, -1.78], [1.87, 1.99, 1.67], [2.27, -1.75, -2.26], [1.31, -2.82, -3.04], [-0.58, 2.65, 4.45], [0.93, 3.18, 1.75], [2.66, -0.22, 2.54], [-2.15, 1.26, 3.19], [-3.45, -1.70, -3.78], [-0.10, -3.18, -2.27], [-0.67, 1.78, 3.17], [-2.14, 0.14, -2.66], [-4.57, -2.11, -3.71], [-0.85, -1.75, -3.65], [2.83, 0.82, 4.80], [-3.18, -1.74, -4.93], [-2.51, -3.77, -3.60], [1.23, 3.85, 2.56], [-1.16, 3.58, 2.03], [1.85, 2.26, 4.74], [-0.34, -0.63, -1.30], [-2.31, 0.59, 4.04], [1.98, 0.09, -3.34], [3.72, 0.07, 2.46], [1.17, -2.42, -4.14], [3.34, 2.21, 3.84], [1.72, -1.35, -1.30], [2.32, -4.23, -4.17], [1.66, 1.45, 0.74], [-0.82, 2.18, 1.02], [-3.65, 0.33, -4.04], [-1.48, 3.27, 4.57], [0.05, -3.15, -1.08], [1.00, 3.76, 0.82], [3.27, -2.27, -1.88], [-2.86, 2.09, 3.28], [-2.42, 0.72, 2.27], [-0.39, -4.29, -2.55], [2.90, 2.36, 1.57], [2.40, -0.68, 1.58], [-1.40, 0.56, -3.50], [-0.51, 2.02, 5.35], [-1.62, 1.91, -1.75], [2.59, -0.99, 3.32], [0.25, 3.35, 4.45], [-3.11, -3.03, -1.96], [-2.04, -1.40, -0.89], [3.06, -1.01, -4.08]], "charge": 1, "lumo_ev": [-2.92, -2.92], "spin_multiplicity": 2, "total_energy_ev": -29266.2227, "homo_ev": [-11.2, -11.8], "max_force_ev_per_a": 5.2, "gap_ev": [8.277, 8.874], "de_lowest_ev": 4.460}


{"formula": "C16H36N4O5PPdS5", "method": "wB97M-V/def2-TZVPD", "symbols": ["Pd", "S", "S", "S", "S", "S", "P", "O", "O", "O", "O", "O", "N", "N", "N", "N", "C", "C", "C", "C", "C", "C", "C", "C", "C", "C", "C", "C", "C", "C", "C", "C", "H", "H", "H", "H", "H", "H", "H", "H", "H", "H", "H", "H", "H", "H", "H", "H", "H", "H", "H", "H", "H", "H", "H", "H", "H", "H", "H", "H", "H", "H", "H", "H", "H", "H", "H", "H"], "positions_angstrom": [[0.49, 0.19, 0.23], [1.79, 3.63, -4.84], [-0.19, 1.43, -5.16], [0.34, -1.03, -1.65], [1.48, 1.48, -2.83], [-1.67, -1.07, -4.34], [-0.98, 2.71, 0.10], [2.35, -0.58, 0.83], [-2.05, -1.28, 1.09], [0.38, -0.40, 2.69], [-0.79, -3.08, 0.76], [-1.00, 1.33, -0.53], [-2.37, 2.93, 0.92], [-0.76, 3.85, -1.04], [-2.07, -3.83, -1.39], [0.31, 2.79, 1.15], [1.02, 2.30, -4.29], [3.30, -1.01, -0.17], [1.67, 3.03, 0.65], [1.68, -0.73, 3.12], [-1.42, 3.70, -2.34], [-1.85, -2.31, 0.50], [-0.27, 5.20, -0.78], [-0.46, 0.15, -3.99], [0.32, 0.17, -2.90], [-2.77, -2.85, -0.57], [2.36, -1.45, 1.99], [-3.14, 1.82, 1.48], [-0.63, -2.28, -5.21], [0.14, 3.23, 2.53], [-2.88, 4.25, 1.24], [-0.51, -0.08, 3.74], [-0.72, 3.99, -3.13], [4.29, -1.05, 0.29], [1.75, 2.75, -0.40], [0.28, 4.31, 2.64], [0.12, 5.28, 0.23], [-2.74, 0.87, 1.16], [-1.71, 2.66, -2.50], [0.53, 5.44, -1.48], [-1.64, -3.36, -2.18], [3.02, -1.98, -0.57], [-1.49, 0.06, 3.29], [-1.29, -3.09, -5.52], [-2.94, 4.40, 2.32], [2.38, 2.44, 1.23], [1.83, -2.37, 1.74], [-0.85, 2.96, 2.90], [3.28, -0.27, -0.96], [-2.30, 4.34, -2.41], [-0.19, -1.83, -6.09], [0.14, -2.66, -4.55], [2.25, 0.16, 3.41], [-3.18, -2.00, -1.12], [1.95, 4.08, 0.75], [-3.13, 1.87, 2.58], [-3.88, 4.38, 0.82], [-0.20, 0.82, 4.28], [-2.69, -4.54, -1.75], [-1.07, 5.94, -0.90], [0.88, 2.73, 3.16], [-3.60, -3.34, -0.06], [1.64, -1.41, 3.98], [-0.84, -3.80, 0.08], [-0.57, -0.91, 4.45], [-4.18, 1.90, 1.15], [3.40, -1.67, 2.24], [-2.24, 5.03, 0.83]], "charge": 1, "lumo_ev": -3.86, "total_energy_ev": -100314.7056, "homo_ev": -10.2, "max_force_ev_per_a": 0.6, "gap_ev": 6.379, "de_lowest_ev": 0.503}